Entry from OMol25: a gas-phase ion, C5H12N2O (charge +2) in a non-equilibrium geometry (the ωB97M-V functional and the def2-TZVPD basis).

Element x y z (Å)
C  -0.73  -2.05  -0.43
C  0.30  -1.19  -0.39
N  1.65  -1.83  -0.44
C  0.18  0.24  -0.80
C  -0.01  1.35  0.27
N  -0.58  0.85  1.55
C  -0.82  2.64  -0.09
O  -1.53  3.04  0.80
H  -1.76  -1.67  -0.49
H  -0.70  -3.13  -0.37
H  2.00  -1.76  -1.41
H  1.63  -2.86  -0.35
H  2.25  -1.22  0.15
H  -0.64  0.28  -1.57
H  1.06  0.49  -1.41
H  1.05  1.67  0.45
H  0.02  0.63  2.35
H  -1.11  -0.01  1.34
H  -1.30  1.52  1.92
H  -0.96  3.02  -1.08

Output
* E_tot: -10388.4251 eV
* structure (SMILES): C=C([NH3+])C[C@H]([NH3+])C=O
* HOMO level: -18.5 eV
* total charge: +2

Entry from OMol25: a single C4H4N3P molecule in a non-equilibrium geometry (the ωB97M-V functional and the def2-TZVPD basis).

Element x y z (Å)
C  -2.31  -1.16  0.90
C  0.14  1.68  -0.39
C  -1.45  -0.21  0.37
C  0.20  -0.47  0.39
N  -3.08  -1.94  1.23
N  0.77  0.59  -0.19
N  0.87  -1.61  0.66
P  -1.55  1.51  0.14
H  0.50  2.43  -0.92
H  0.32  -2.38  0.82
H  1.87  -1.90  0.27
H  -1.77  1.68  -1.20

Output
* E_tot: -17966.8461 eV
* HOMO level (spin up / spin down): -6.3 / -9.5 eV
* 2S+1: 3

Entry from OMol25: a single C2H5IS molecule in a non-equilibrium geometry (the ωB97M-V functional and the def2-TZVPD basis).

Element x y z (Å)
S  -0.92  0.56  1.68
C  -0.27  -0.57  0.36
C  0.71  0.23  -0.45
I  1.04  -0.55  -2.41
H  -1.77  0.99  0.84
H  -0.95  -0.99  -0.28
H  0.33  -1.44  0.65
H  1.62  0.38  0.14
H  0.20  1.39  -0.54

Output
* E_tot: -21089.9282 eV
* structure (SMILES): SCCI
* HOMO level: -9.4 eV

Entry from OMol25: 6 unconnected molecules or ions with the total composition C30H59FNO20P5S (the ωB97M-V functional and the def2-TZVPD basis).

Element x y z (Å)
C  0.43  1.75  2.00
C  1.02  2.56  0.83
C  2.15  1.87  0.11
F  2.90  2.87  -0.52
C  1.72  0.87  -0.94
C  1.08  -0.32  -0.63
C  0.74  -1.23  -1.62
C  1.03  -0.97  -2.95
C  1.65  0.24  -3.27
C  2.01  1.14  -2.28
S  1.96  0.56  -4.99
C  2.44  -1.09  -5.46
C  3.47  -1.31  -6.37
C  3.79  -2.61  -6.75
C  3.09  -3.67  -6.18
C  2.08  -3.44  -5.26
C  1.74  -2.15  -4.89
N  0.70  -1.88  -3.97
H  -0.30  1.03  1.66
H  1.26  1.28  2.54
H  -0.03  2.45  2.68
H  0.24  2.87  0.14
H  1.43  3.47  1.26
H  2.81  1.40  0.84
H  0.84  -0.57  0.39
H  0.23  -2.15  -1.38
H  2.52  2.04  -2.58
H  3.98  -0.46  -6.79
H  4.59  -2.77  -7.45
H  3.33  -4.69  -6.43
H  1.54  -4.28  -4.83
H  0.37  -2.75  -3.57
C  5.53  3.83  1.03
O  6.47  4.55  1.85
P  6.01  5.90  2.53
O  4.62  5.93  2.99
O  6.39  7.08  1.52
C  5.71  7.16  0.26
O  7.12  6.06  3.63
C  7.01  7.18  4.52
H  5.77  2.77  1.11
H  4.51  3.99  1.37
H  5.63  4.13  -0.01
H  4.68  6.82  0.34
H  6.25  6.57  -0.48
H  5.72  8.20  -0.05
H  6.28  6.96  5.30
H  6.71  8.08  3.98
H  7.99  7.34  4.96
C  -1.58  4.54  5.61
O  -2.09  3.35  6.23
P  -3.31  2.58  5.56
O  -3.30  2.55  4.10
O  -4.62  3.21  6.22
C  -4.94  4.57  5.98
O  -3.22  1.18  6.28
C  -4.18  0.20  5.85
H  -0.52  4.60  5.83
H  -1.71  4.50  4.52
H  -2.07  5.42  6.01
H  -4.64  4.89  4.98
H  -4.47  5.20  6.73
H  -6.02  4.68  6.06
H  -3.84  -0.26  4.92
H  -5.16  0.64  5.70
H  -4.25  -0.56  6.62
C  -0.94  -3.94  -11.51
O  -0.97  -2.73  -10.74
P  -1.22  -2.81  -9.18
O  -0.63  -3.97  -8.51
O  -2.79  -2.65  -8.96
C  -3.66  -3.67  -9.43
O  -0.69  -1.39  -8.74
C  -0.70  -1.11  -7.33
H  -0.26  -3.78  -12.34
H  -0.57  -4.77  -10.91
H  -1.93  -4.17  -11.89
H  -3.20  -4.66  -9.36
H  -3.95  -3.47  -10.47
H  -4.56  -3.66  -8.81
H  0.17  -1.57  -6.86
H  -1.61  -1.48  -6.86
H  -0.65  -0.03  -7.21
C  -1.34  -2.20  8.51
O  -1.45  -3.04  7.36
P  -0.12  -3.60  6.70
O  0.94  -3.96  7.64
O  0.31  -2.51  5.61
C  0.66  -1.21  6.07
O  -0.68  -4.75  5.80
C  0.27  -5.53  5.05
H  -2.23  -2.34  9.12
H  -0.46  -2.44  9.10
H  -1.30  -1.16  8.19
H  1.14  -1.25  7.05
H  -0.23  -0.58  6.12
H  1.36  -0.77  5.36
H  0.73  -6.27  5.71
H  1.05  -4.90  4.62
H  -0.27  -6.02  4.25
C  -3.14  -3.42  -2.57
O  -3.29  -2.21  -1.81
P  -3.68  -2.29  -0.27
O  -3.11  -3.42  0.46
O  -5.27  -2.22  -0.23
C  -6.04  -3.28  -0.79
O  -3.26  -0.86  0.21
C  -3.41  -0.57  1.61
H  -2.39  -3.23  -3.34
H  -2.80  -4.24  -1.93
H  -4.08  -3.68  -3.04
H  -5.54  -4.24  -0.67
H  -6.23  -3.08  -1.84
H  -6.99  -3.32  -0.26
H  -2.59  -1.02  2.17
H  -4.36  -0.94  1.99
H  -3.37  0.51  1.72

Output
* E_tot: -134516.5490 eV
* structure (SMILES): CC[C@H](F)c1ccc2c(c1)Sc1ccccc1N2.COP(=O)(OC)OC.COP(=O)(OC)OC.COP(=O)(OC)OC.COP(=O)(OC)OC.COP(=O)(OC)OC
* HOMO level: -7.8 eV

Entry from OMol25: 2 unconnected molecules or ions with the total composition C2H3N3O in a non-equilibrium geometry (the ωB97M-V functional and the def2-TZVPD basis).

Element x y z (Å)
C  -0.08  0.14  1.26
N  -0.82  -0.83  1.01
N  -1.17  0.44  0.34
H  0.67  0.73  1.75
H  -2.05  0.77  0.68
C  0.70  -0.37  -1.42
N  1.75  -0.95  -1.34
O  1.33  0.37  -0.48
H  -0.34  -0.30  -1.80

Output
* E_tot: -8632.6264 eV
* structure (SMILES): C1=NN1.C1=NO1
* HOMO level: -9.1 eV

Entry from OMol25: a molecular structure, C2H8NS2 in a non-equilibrium geometry (the ωB97M-V functional and the def2-TZVPD basis).

Element x y z (Å)
S  1.36  0.26  -0.25
S  0.42  -2.07  -0.57
H  1.57  -0.71  0.63
H  -0.54  -1.38  -1.13
C  -1.32  0.75  0.65
C  -0.17  0.78  1.40
N  -1.70  1.85  -0.24
H  -1.78  -0.25  0.41
H  0.02  -0.14  1.95
H  0.34  1.73  1.79
H  -1.85  1.56  -1.22
H  -0.85  2.42  -0.46
H  -2.46  2.45  0.03

Output
* E_tot: -25353.1842 eV
* HOMO level: -12.2 eV
* total charge: +1

Entry from OMol25: a single C4H7FO molecule in a non-equilibrium geometry (the ωB97M-V functional and the def2-TZVPD basis).

Element x y z (Å)
F  -1.21  1.27  1.06
C  -0.09  0.42  1.04
C  -0.43  -0.95  0.39
C  -0.24  -0.68  -1.11
O  0.15  0.69  -1.33
C  0.76  1.08  -0.03
H  0.40  0.33  2.02
H  -1.42  -1.30  0.69
H  0.27  -1.73  0.58
H  -1.07  -0.84  -1.80
H  0.52  -1.27  -1.48
H  1.84  0.87  -0.06
H  0.51  2.13  0.04

Output
* E_tot: -9025.4817 eV
* structure (SMILES): F[C@H]1CCOC1
* HOMO level: -9.8 eV

Entry from OMol25: a molecular structure, C4H3BrCl2O2S2 in a non-equilibrium geometry (the ωB97M-V functional and the def2-TZVPD basis).

Element x y z (Å)
C  0.30  -0.42  -0.06
C  -0.03  0.86  -0.48
C  -0.43  -1.42  0.52
C  -2.67  0.39  -0.37
O  -3.86  1.31  1.78
O  -1.49  0.72  1.98
S  -1.53  1.57  -0.89
S  -2.75  0.48  1.40
Cl  -4.27  0.35  -1.02
Cl  -3.55  -1.42  1.95
Br  0.59  -2.89  0.98
H  1.28  -0.55  -0.32
H  0.66  1.60  -0.88
H  -1.37  -1.33  0.93

Output
* E_tot: -125045.0165 eV
* HOMO level (spin up / spin down): -8.5 / -8.9 eV

Entry from OMol25: a gas-phase ion, C5H12NO (charge -1) in a non-equilibrium geometry (the ωB97M-V functional and the def2-TZVPD basis).

Element x y z (Å)
C  2.49  -1.43  -0.49
N  1.58  -0.36  -1.04
C  0.55  0.09  -0.14
C  0.08  1.57  -0.50
C  -0.78  -0.67  -0.03
C  -1.87  -0.11  1.15
O  -2.25  1.21  1.10
H  2.50  -1.44  0.55
H  2.23  -2.56  -0.68
H  3.47  -1.36  -0.92
H  1.08  -0.67  -1.90
H  1.08  0.17  0.81
H  -0.39  1.60  -1.52
H  -0.69  1.85  0.28
H  0.78  2.32  -0.30
H  -0.52  -1.80  0.12
H  -1.35  -0.70  -0.97
H  -1.31  -0.42  2.13
H  -2.71  -0.91  0.98

Output
* E_tot: -8915.3276 eV
* structure (SMILES): CN[C@@H](C)CC[O-]
* HOMO level: -2.6 eV
* total charge: -1

Entry from OMol25: a molecular structure, C23H17F5MoN5OS in a non-equilibrium geometry (the ωB97M-V functional and the def2-TZVPD basis).

Element x y z (Å)
Mo  -0.74  -0.24  -0.19
N  -2.23  -2.28  1.86
C  -3.11  -1.48  1.18
C  -4.49  -1.77  1.25
C  -5.40  -0.93  0.67
C  -4.93  0.22  0.01
C  -3.58  0.42  -0.09
N  -2.66  -0.42  0.47
C  -0.93  -2.06  2.26
C  -0.39  -2.90  3.25
C  0.92  -2.74  3.63
C  1.69  -1.75  3.01
C  1.08  -0.95  2.07
N  -0.21  -1.07  1.70
H  -2.66  -3.09  2.29
H  -4.82  -2.66  1.78
H  -6.45  -1.13  0.73
H  -5.61  0.92  -0.45
H  -3.17  1.26  -0.65
H  -1.00  -3.67  3.70
H  1.35  -3.37  4.39
H  2.73  -1.62  3.25
H  1.64  -0.17  1.57
F  -2.15  -2.81  -4.54
C  -1.11  -2.42  -3.88
C  -1.18  -1.90  -2.49
F  -1.93  -2.48  -1.50
C  -1.01  -0.41  -2.24
F  -0.96  0.35  -3.33
C  0.25  -1.61  -2.09
O  0.55  -1.58  -0.80
C  1.02  -1.79  -3.27
F  2.30  -1.54  -3.36
C  0.18  -2.24  -4.34
F  0.59  -2.44  -5.55
N  -0.16  3.16  2.25
C  0.56  2.84  1.18
S  -0.31  2.06  -0.17
N  1.82  3.19  1.07
C  2.78  2.96  0.05
C  3.78  3.92  -0.08
C  4.75  3.78  -1.05
C  4.75  2.66  -1.88
C  3.77  1.68  -1.72
C  2.79  1.82  -0.76
H  -1.17  3.03  2.24
H  0.19  3.74  3.00
H  2.18  3.83  1.78
H  3.79  4.80  0.55
H  5.52  4.53  -1.16
H  5.51  2.55  -2.64
H  3.79  0.80  -2.34
H  2.07  1.01  -0.62

Output
* E_tot: -59873.4989 eV
* HOMO level (spin up / spin down): -16.8 / -16.9 eV
* 2S+1: 3
* total charge: +3

Entry from OMol25: a molecular structure, C29H38IN2O2PtSSeSi3 (the ωB97M-V functional and the def2-TZVPD basis).

Element x y z (Å)
Pt  -0.03  0.00  0.51
C  -2.06  0.48  3.39
Si  -2.09  -0.09  1.58
C  -2.83  -1.81  1.68
C  -3.33  0.98  0.66
C  -4.62  1.22  1.14
C  -5.52  1.99  0.40
C  -5.13  2.51  -0.83
C  -3.85  2.26  -1.30
C  -2.93  1.50  -0.57
Si  -1.18  1.12  -1.22
C  -1.48  0.15  -2.78
C  -0.50  2.79  -1.75
H  -3.00  0.14  3.85
H  -2.02  1.56  3.47
H  -1.24  0.07  3.98
H  -3.79  -1.74  2.19
H  -2.21  -2.55  2.20
H  -2.98  -2.19  0.67
H  -4.94  0.82  2.10
H  -6.52  2.18  0.78
H  -5.82  3.10  -1.41
H  -3.56  2.68  -2.26
H  -2.01  0.80  -3.49
H  -2.12  -0.70  -2.56
H  -0.56  -0.21  -3.24
H  -1.12  3.15  -2.58
H  0.53  2.74  -2.10
H  -0.56  3.53  -0.95
O  3.86  -0.22  -2.05
S  2.69  0.50  -1.59
O  1.56  0.57  -2.48
N  2.19  0.02  -0.15
C  3.09  -0.49  0.77
C  4.47  -0.45  0.71
C  5.29  -1.02  1.70
C  4.77  -1.64  2.80
C  3.36  -1.68  2.93
C  2.75  -2.32  4.03
C  1.39  -2.36  4.13
C  0.64  -1.73  3.13
N  1.17  -1.11  2.10
C  2.53  -1.10  1.95
C  3.21  2.21  -1.39
C  3.23  3.01  -2.52
C  3.60  4.34  -2.41
C  3.95  4.87  -1.17
C  3.93  4.06  -0.05
C  3.57  2.73  -0.16
H  4.95  -0.02  -0.15
H  6.36  -0.96  1.57
H  5.39  -2.09  3.56
H  3.38  -2.78  4.78
H  0.89  -2.85  4.95
H  -0.44  -1.74  3.18
H  2.93  2.60  -3.47
H  3.60  4.98  -3.29
H  4.22  5.91  -1.08
H  4.20  4.47  0.92
H  3.55  2.10  0.73
C  -3.33  -3.01  -1.95
Si  -1.49  -3.43  -1.89
C  -0.86  -3.40  -3.66
C  -1.39  -5.21  -1.29
Se  -0.06  -2.31  -0.55
H  -3.82  -3.68  -2.66
H  -3.51  -1.98  -2.27
H  -3.81  -3.14  -0.98
H  -1.36  -4.16  -4.27
H  0.21  -3.59  -3.68
H  -1.04  -2.43  -4.12
H  -1.91  -5.88  -1.98
H  -1.84  -5.30  -0.30
H  -0.35  -5.53  -1.21
I  -0.69  3.52  1.87
C  0.45  1.70  1.60
H  0.62  1.40  2.63
H  1.38  2.08  1.18

Output
* E_tot: -148934.3219 eV
* HOMO level: -4.6 eV
* total charge: -1

Entry from OMol25: a gas-phase ion, C11H12NO3 (charge +1) in a non-equilibrium geometry (the ωB97M-V functional and the def2-TZVPD basis).

Element x y z (Å)
C  -3.10  -1.45  -0.03
C  -3.62  -0.18  -0.36
C  -1.85  -1.58  0.42
C  -2.83  0.97  -0.23
C  -0.96  -0.43  0.55
C  -1.49  0.93  0.15
C  2.56  0.23  -1.10
C  -0.65  2.21  0.18
C  0.44  -0.88  0.03
C  1.15  0.25  -0.39
C  3.55  -0.03  0.09
N  0.81  1.59  0.00
O  3.91  0.74  0.93
O  0.67  -2.19  0.07
O  3.92  -1.33  0.10
H  -3.70  -2.30  -0.16
H  -4.73  -0.20  -0.37
H  -1.38  -2.51  0.86
H  -3.29  1.93  -0.61
H  -0.74  -0.21  1.63
H  2.70  -0.56  -1.86
H  2.63  1.31  -1.35
H  -0.91  2.77  -0.80
H  -0.49  2.80  0.99
H  1.57  2.22  0.24
H  1.65  -2.48  0.03
H  4.19  -1.62  1.01

Output
* E_tot: -19223.3750 eV
* HOMO level (spin up / spin down): -10.7 / -13.1 eV
* 2S+1: 3
* total charge: +1